DFT (the ωB97M-V functional and the def2-TZVPD basis) results for C10H21BrCl2FeN6O as an isolated structure.

Geometry as XYZ:
```
42
Properties=species:S:1:pos:R:3:forces:R:3:lowdin_spin:R:1
Fe 0.1270 0.3590 -0.9273 0.926 -0.191 1.317 4.112
Cl -1.5295 -1.5340 -1.8276 -0.295 0.027 -0.088 0.031
C -0.9957 -3.0727 -2.5913 0.427 -0.267 0.029 0.006
Cl 0.4552 -3.7354 -1.8617 -0.079 0.052 -0.027 0.000
H -0.8054 -2.8691 -3.6353 -0.012 0.132 -0.066 0.000
H -1.8043 -3.7771 -2.4561 -0.159 0.066 0.030 0.001
C 1.0615 -0.7455 1.8491 -0.092 -0.192 0.213 0.002
N -0.2925 -0.6862 1.2662 0.638 0.244 -0.754 0.049
C -0.8694 -2.0382 1.2839 -0.033 -0.071 0.061 0.003
C -1.1273 0.2603 2.0074 -0.035 0.031 0.099 0.002
C -2.2944 0.7212 1.1730 -0.082 -0.027 0.105 0.003
N -1.8431 1.4268 -0.0291 0.629 -0.176 -0.660 0.064
C -2.9232 1.4690 -1.0333 -0.133 0.088 0.006 0.003
C -1.4434 2.8073 0.2847 -0.176 0.119 0.040 0.002
H 1.0259 -1.0361 2.9049 -0.063 0.013 -0.012 0.001
H 1.5528 0.2184 1.7687 -0.036 -0.016 0.073 0.000
H 1.6525 -1.4843 1.3119 -0.024 0.023 0.017 0.000
H -0.8672 -2.4385 2.3037 0.015 0.060 0.015 0.002
H -0.2795 -2.6985 0.6509 -0.007 0.038 -0.004 0.000
H -1.8923 -2.0301 0.9168 0.015 0.000 0.007 0.000
H -0.5070 1.1135 2.2868 0.001 -0.022 0.056 0.000
H -1.5073 -0.1870 2.9315 0.105 -0.037 0.072 0.001
H -2.9342 1.3664 1.7844 -0.101 0.019 -0.088 0.002
H -2.8925 -0.1326 0.8542 -0.033 -0.004 0.025 0.000
H -3.8043 1.9800 -0.6313 0.025 -0.014 0.054 0.002
H -3.2106 0.4602 -1.3229 -0.008 0.016 0.033 0.000
H -2.5837 2.0036 -1.9163 0.020 -0.016 0.008 0.001
H -2.2878 3.3696 0.6975 -0.015 -0.040 -0.020 0.001
H -1.1107 3.3018 -0.6265 0.019 -0.015 -0.005 0.001
H -0.6378 2.8177 1.0138 -0.114 0.008 0.092 0.000
O 1.6799 -0.7913 -1.0881 -1.266 1.155 0.876 0.250
N 2.7984 -1.2886 -1.4215 0.434 -0.996 -1.190 0.072
C 3.9076 -0.9655 -0.8650 0.128 0.411 0.438 0.026
C 3.9798 0.0038 0.2057 -0.015 -0.156 -0.144 0.004
N 3.9319 0.7756 1.0541 0.137 -0.025 0.018 0.004
C 5.1177 -1.5780 -1.3463 -0.053 0.032 -0.039 0.001
N 6.1017 -2.0248 -1.7343 -0.132 0.030 0.098 0.006
N 1.5613 2.0638 -0.1264 -0.511 -0.337 -0.098 0.068
H 2.1327 2.2584 -0.9444 -0.003 -0.054 -0.038 0.001
H 2.2099 1.8539 0.6273 0.022 -0.026 0.003 0.002
H 1.1011 2.9374 0.1024 -0.012 0.017 -0.098 0.001
Br 0.0462 1.5458 -2.8942 -0.049 0.102 -0.451 0.276
```
Positions in Å, forces in eV/Å.

The calculation puts the orbital gap (alpha / beta) at 9.82 / 7.28 eV. As for the total energy: -5555.2310 Eh. As for the strongest force on any atom: 1.92 eV/A. As for the multiplicity: 6. The expectation value of S² is 8.7660. The relative energy (zero: lowest compared OMol25 entry of this formula, charge and spin) is 0.797 eV. For the HOMO energy (alpha / beta), the calculation gives -0.482 / -0.474 Ha. Its total charge is +1.

=====

DFT (the ωB97M-V functional and the def2-TZVPD basis) results for a 8-piece molecular cluster, C51H66F7N2O23S2Si overall.

Geometry as XYZ:
```
152
Properties=species:S:1:pos:R:3:forces:R:3:lowdin_spin:R:1
C 4.3379 0.2083 -0.5691 -0.160 -0.118 -0.018 0.001
C 4.5639 1.7324 -0.2559 0.990 0.365 -2.183 0.027
C 5.7442 2.1922 -1.2462 -0.369 -1.372 0.709 -0.001
C 3.3369 2.6711 -0.6067 0.471 0.297 0.666 0.020
C 2.1228 2.6301 0.4288 -0.504 -0.493 -0.824 0.001
C 1.7235 4.1292 0.7433 0.366 -0.055 1.254 0.001
C 0.8031 4.3580 2.0048 -0.467 0.529 -0.547 0.000
C -0.6608 3.7419 1.8971 -0.242 0.982 0.197 0.000
S -0.8484 2.5271 3.2865 -0.339 -0.826 -0.731 0.000
C -1.5727 0.9932 2.5436 0.072 0.329 -0.447 0.000
S -0.6299 -0.3498 2.3898 -0.734 0.936 0.157 0.000
N -2.9398 1.1195 2.1150 0.978 -1.483 1.936 0.000
C -3.7782 1.7287 3.1453 -2.047 2.607 1.519 0.000
C -4.2917 3.0764 2.8639 -0.355 -0.921 1.661 0.000
C -5.1023 3.8025 3.8335 0.653 -1.749 0.571 0.000
C -5.4336 3.1948 5.1226 1.314 -1.251 -1.208 0.000
C -4.9330 1.8558 5.4167 0.346 1.208 -2.023 0.000
C -4.1167 1.1424 4.4345 -0.410 1.219 -0.084 0.000
C -3.4956 -0.1156 1.5718 -1.397 -2.151 -2.713 0.000
C -3.7709 -0.1218 0.1255 -0.348 -1.730 0.844 0.000
C -4.3114 -1.3110 -0.5467 0.115 -0.382 1.862 0.000
C -4.6357 -2.5167 0.2064 1.071 2.030 1.434 0.000
C -4.3593 -2.5082 1.6499 0.083 1.222 -1.506 0.000
C -3.7875 -1.3395 2.3108 -0.437 -0.127 -1.473 0.000
C 0.9570 1.8102 -0.3082 0.798 0.384 0.036 0.000
C 0.3696 2.5333 -1.5780 0.275 -2.090 -0.092 0.000
O -1.0752 2.5389 -1.4652 0.258 1.685 -1.287 0.000
Si -1.6814 3.7230 -2.5827 -0.123 -0.785 0.870 0.000
C -0.8056 3.5088 -4.2574 0.000 -0.151 -0.303 0.000
C -1.3044 5.4211 -1.7494 -0.183 -1.079 -0.346 0.000
C -3.5578 3.4116 -2.7683 0.139 -0.018 0.059 0.000
C 2.5228 1.7559 1.6934 0.442 -0.128 -0.570 0.013
C 4.0322 1.8555 2.1692 -0.602 -1.378 2.746 0.024
C 4.3749 0.4364 2.8924 -0.600 0.551 -0.367 0.011
C 4.1685 2.9570 3.3406 0.407 -1.535 -0.513 0.000
N 5.0485 2.0371 1.1100 -1.332 1.771 -0.186 0.362
O 5.6710 3.1740 1.1824 0.082 -0.840 -0.058 0.531
H 3.7972 0.1639 -1.5593 0.507 -0.076 1.051 0.000
H 3.7451 -0.3506 0.1954 0.340 0.590 -0.659 0.000
H 5.3057 -0.3606 -0.6940 -0.854 0.822 0.195 0.000
H 5.7221 3.2892 -1.4359 0.219 -0.983 0.106 0.000
H 6.6911 1.8484 -0.7387 -0.771 0.671 -0.717 0.000
H 5.6247 1.5641 -2.1715 0.129 0.927 0.592 0.000
H 3.7539 3.7221 -0.6116 -0.340 -1.111 0.026 0.003
H 3.0565 2.4501 -1.6691 -0.048 0.093 0.918 0.001
H 2.6896 4.6803 0.9557 -0.980 -0.495 -0.216 0.000
H 1.2430 4.6741 -0.1099 0.453 -0.739 0.469 0.000
H 1.2819 4.0227 2.9591 -0.270 0.194 -0.882 0.000
H 0.6642 5.4768 2.0972 0.236 -1.120 -0.040 0.000
H -0.9305 3.3278 0.8946 0.402 0.054 0.905 0.000
H -1.4047 4.5660 2.1079 0.699 -0.893 -0.227 0.000
H -4.0146 3.5493 1.8960 -0.289 -0.431 0.842 0.000
H -5.4477 4.8349 3.6023 0.307 -0.993 0.168 0.000
H -6.0266 3.7184 5.9139 0.589 -0.403 -1.048 0.000
H -5.1803 1.3966 6.3990 0.339 0.289 -0.964 0.000
H -3.7359 0.1406 4.7266 -0.275 0.902 -0.365 0.000
H -3.5519 0.7698 -0.5040 -0.075 -0.686 0.779 0.000
H -4.4916 -1.3340 -1.6508 0.238 0.331 1.143 0.000
H -5.0748 -3.4309 -0.2651 0.538 1.071 0.401 0.000
H -4.6131 -3.4480 2.2008 0.497 1.432 -0.465 0.000
H -3.5708 -1.4123 3.3971 -0.158 0.083 -1.009 0.000
H 0.1340 1.5169 0.3901 0.647 0.417 -0.644 0.000
H 1.4467 0.8450 -0.6328 -0.595 0.919 0.311 0.000
H 0.8274 3.5298 -1.8111 -0.466 -0.638 0.530 0.000
H 0.6113 1.8684 -2.4641 -0.105 0.827 0.767 0.000
H -1.3071 4.1913 -5.0038 0.709 -0.647 0.626 0.000
H -0.8940 2.4483 -4.6376 -0.027 1.079 0.406 0.000
H 0.2933 3.7302 -4.1789 -1.058 -0.002 -0.232 0.000
H -1.9507 6.1954 -2.2311 0.770 -0.322 0.629 0.000
H -1.5340 5.2636 -0.6589 0.161 0.487 -1.020 0.000
H -0.2069 5.5892 -1.8883 -0.976 0.331 0.171 0.000
H -4.0680 3.5863 -1.7852 0.305 -0.050 -0.889 0.000
H -3.9349 4.1390 -3.5380 0.089 -0.699 0.740 0.000
H -3.7928 2.3593 -3.0955 0.295 1.066 0.233 0.000
H 1.8804 1.9298 2.5998 0.504 -0.005 -1.029 0.001
H 2.3242 0.6824 1.4044 0.168 1.138 0.265 0.000
H 3.9186 0.4667 3.9230 0.695 -0.194 -0.981 0.001
H 5.4827 0.2789 2.9117 -0.946 0.250 0.272 0.001
H 3.9170 -0.4328 2.3379 0.458 0.922 0.521 0.000
H 5.1783 2.7704 3.8026 -0.898 0.720 -0.475 0.000
H 3.4250 2.6584 4.1332 0.547 0.524 -0.900 0.000
H 4.0346 4.0023 2.9763 0.182 -0.867 0.400 0.001
C -7.6510 -5.2857 -4.0081 -0.283 -0.264 -0.763 0.000
C -7.7009 -4.1652 -3.0130 -0.493 -0.005 0.502 0.000
O -6.6390 -4.4764 -2.1302 0.242 0.034 -0.691 0.000
C -5.7253 -5.1581 -2.8803 0.708 -0.405 0.149 0.000
O -4.5973 -5.3449 -2.5519 -0.294 0.112 -0.101 0.000
O -6.2597 -5.5894 -4.0516 -0.003 -0.022 0.696 0.000
F -8.8629 -4.1796 -2.3173 -0.013 0.147 0.036 0.000
H -8.2048 -6.1673 -3.6774 -0.034 0.163 0.201 0.000
H -8.0185 -4.9884 -4.9894 0.257 -0.026 -0.020 0.000
H -7.5416 -3.1737 -3.4427 -0.126 0.009 0.112 0.000
C -3.9540 -2.0054 -5.4777 0.324 0.412 0.636 0.000
C -4.5537 -3.3181 -5.8889 -0.389 -0.110 -0.085 0.000
O -4.5987 -3.2219 -7.2975 0.521 0.094 0.358 0.000
C -3.5639 -2.4001 -7.6469 0.389 0.310 -0.860 0.000
O -3.1307 -2.3018 -8.7463 -0.193 0.001 0.324 0.000
O -3.0882 -1.7139 -6.5702 -0.322 -0.404 -0.203 0.000
F -5.8236 -3.4468 -5.4213 -0.082 0.185 -0.110 0.000
H -4.7017 -1.2135 -5.3850 -0.141 -0.182 -0.063 0.000
H -3.3977 -2.0746 -4.5431 0.153 0.024 -0.169 0.000
H -3.9654 -4.1922 -5.5989 -0.220 -0.060 0.090 0.000
C -5.4473 -6.9287 4.4085 0.274 -0.365 0.659 0.000
C -5.7486 -5.6061 3.7694 0.377 0.166 -0.248 0.000
O -6.3100 -5.9733 2.5250 -0.279 -0.223 0.535 0.000
C -6.9076 -7.1854 2.7302 -0.489 -0.615 -0.478 0.000
O -7.6989 -7.6738 1.9919 0.285 0.145 0.158 0.000
O -6.4864 -7.7581 3.8905 -0.133 0.472 -0.405 0.000
F -4.6110 -4.9004 3.5411 -0.057 -0.094 0.217 0.000
H -4.4787 -7.3298 4.1072 -0.013 0.235 -0.055 0.000
H -5.4849 -6.8857 5.4960 -0.133 -0.146 -0.078 0.000
H -6.4592 -4.9884 4.3244 0.137 0.142 -0.066 0.000
C 8.7737 1.3509 -4.3343 0.708 0.657 -0.125 0.000
C 8.5013 -0.0076 -3.7671 -0.156 -0.105 0.741 0.000
O 7.1397 -0.2253 -4.0870 0.447 0.283 -0.676 0.000
C 6.9187 0.4854 -5.2344 -0.785 0.037 -0.503 0.000
O 5.9775 0.3348 -5.9425 0.243 0.110 0.234 0.000
O 7.9163 1.3837 -5.4699 -0.323 -0.469 0.175 0.000
F 8.6330 -0.0070 -2.4187 0.056 -0.176 0.031 0.000
H 8.5001 2.1566 -3.6488 -0.057 -0.209 0.144 0.000
H 9.8155 1.4784 -4.6265 -0.129 0.019 -0.193 0.000
H 9.1111 -0.8060 -4.1973 -0.010 -0.039 0.172 0.000
C -1.6298 -10.0009 3.3273 -0.442 -0.532 -0.449 0.000
C -0.3971 -9.8814 4.1748 0.570 0.148 -0.306 0.000
O -0.4886 -8.5645 4.6852 -0.615 -0.384 0.132 0.000
C -1.8203 -8.2836 4.7520 -0.277 0.681 0.304 0.000
O -2.2852 -7.3831 5.3729 0.077 -0.234 -0.236 0.000
O -2.5550 -9.1688 4.0232 0.390 0.212 0.277 0.000
F 0.7248 -9.9793 3.4234 0.084 -0.060 0.108 0.000
H -1.4826 -9.6145 2.3163 0.220 0.034 0.104 0.000
H -1.9948 -11.0250 3.2620 -0.165 0.133 0.127 0.000
H -0.3484 -10.5928 5.0030 0.155 0.011 -0.060 0.000
C 1.8716 0.8494 6.9947 -0.854 0.153 -0.795 0.000
C 2.0920 1.0539 8.4614 -0.090 -0.420 0.396 0.000
O 3.4356 0.6530 8.6335 -0.053 0.502 -0.560 0.000
C 4.0552 0.9105 7.4396 0.928 -0.100 -0.300 0.000
O 5.2313 0.9523 7.2931 -0.365 -0.063 0.042 0.000
O 3.1488 1.1180 6.4384 0.384 -0.045 0.735 0.000
F 1.2942 0.2411 9.1963 -0.025 0.075 0.132 0.000
H 1.5807 -0.1763 6.7552 -0.015 -0.002 0.242 0.000
H 1.1274 1.5326 6.5857 0.144 0.005 -0.092 0.000
H 1.9717 2.0872 8.7964 -0.087 -0.096 0.129 0.000
C 7.7311 4.4693 -8.0118 -0.383 -0.301 -0.654 0.000
C 7.6912 5.6016 -7.0264 -0.430 -0.106 0.476 0.000
O 8.8013 5.3377 -6.1917 0.102 0.041 -0.663 0.000
C 9.7020 4.6768 -6.9736 0.882 -0.389 0.019 0.000
O 10.8471 4.5305 -6.6945 -0.350 -0.042 -0.015 0.000
O 9.1276 4.2103 -8.1192 0.094 0.391 0.560 0.000
F 6.5643 5.5581 -6.2749 -0.031 0.162 0.033 0.000
H 7.2236 3.5738 -7.6446 -0.038 0.159 0.199 0.000
H 7.3055 4.7427 -8.9767 0.242 -0.033 -0.033 0.000
H 7.7962 6.5929 -7.4744 -0.120 0.021 0.127 0.000
```
Positions in Å, forces in eV/Å.

The calculation puts the orbital gap (alpha / beta) at 7.84 / 7.84 eV. As for the total energy: -5607.8456 Eh. As for the strongest force on any atom: 3.73 eV/A. As for the multiplicity: 2. The expectation value of S² is 0.7543. For the HOMO energy (alpha / beta), the calculation gives -0.295 / -0.295 Ha.